Record 1
{
  "formula": "C15H19NO5",
  "method": "ωB97M-V/def2-TZVPD",
  "relative_energy_ev": 1.951,
  "homo_lumo_gap_ev": 9.13,
  "charge": 0,
  "total_energy_ev": -27590.9071,
  "smiles": "COc1cc(OC)cc(C(=O)OCC(=O)N2CCCC2)c1",
  "e_homo_ev": -8.46,
  "species": ["C", "H", "O", "C", "C", "C", "C", "C", "C", "H", "O", "C", "H", "H", "H", "H", "C", "O", "O", "C", "H", "H", "C", "O", "N", "C", "C", "H", "C", "C", "H", "H", "H", "H", "H", "H", "H", "H", "H", "H"],
  "xyz": [[-3.79090, -3.41853, -0.29272], [-4.61581, -4.09178, -0.52042], [-4.33589, -2.12011, -0.34313], [-3.51067, -1.06464, -0.11316], [-2.16233, -1.16610, 0.19105], [-1.42683, 0.00100, 0.39682], [-2.02128, 1.24776, 0.30104], [-3.38155, 1.34751, 0.00336], [-4.11861, 0.19139, -0.20170], [-5.16953, 0.21249, -0.43863], [-3.88552, 2.60624, -0.06338], [-5.24923, 2.77052, -0.37250], [-5.42218, 3.84548, -0.37582], [-5.48904, 2.36193, -1.35909], [-5.89086, 2.30272, 0.38082], [-1.43928, 2.14105, 0.45622], [0.01868, -0.06685, 0.70517], [0.76855, 0.88215, 0.69520], [0.42031, -1.30476, 1.02485], [1.81544, -1.45638, 1.25311], [2.13758, -0.76487, 2.03389], [1.94192, -2.49151, 1.57626], [2.56992, -1.24910, -0.07157], [2.26747, -1.90502, -1.05148], [3.56115, -0.34821, -0.08454], [3.92165, 0.59903, 0.95819], [5.05092, 1.42414, 0.34005], [6.01285, 0.94217, 0.52079], [4.72209, 1.38803, -1.14998], [4.24202, -0.04521, -1.33534], [5.08423, -0.73382, -1.46969], [3.55045, -0.17957, -2.16827], [3.91221, 2.08360, -1.36991], [5.57637, 1.62554, -1.77979], [5.08485, 2.43371, 0.74341], [3.05887, 1.23254, 1.18960], [4.24865, 0.08144, 1.86435], [-1.65980, -2.11490, 0.26061], [-2.99884, -3.54969, -1.03586], [-3.39805, -3.64939, 0.70221]],
  "forces_ev_per_angstrom": [[0.08, -0.21, 0.01], [0.09, 0.01, 0.02], [-0.08, 0.32, -0.01], [0.17, 0.18, 0.06], [-0.11, -0.23, -0.03], [-0.55, 0.22, -0.15], [0.15, -0.08, 0.04], [0.11, -0.31, 0.02], [-0.11, 0.07, -0.03], [-0.12, 0.05, -0.03], [0.30, -0.06, 0.06], [-0.21, 0.03, -0.05], [-0.04, -0.09, -0.01], [0.01, 0.00, 0.04], [0.02, 0.00, -0.03], [0.07, 0.10, 0.01], [0.27, 0.28, 0.12], [-0.11, -0.14, -0.02], [-0.26, -0.17, 0.00], [0.28, 0.16, -0.13], [-0.04, -0.12, -0.06], [0.03, 0.16, -0.06], [-0.10, -0.09, 0.37], [-0.22, -0.21, -0.15], [0.28, 0.09, -0.16], [-0.10, 0.27, 0.53], [-0.07, -0.02, -0.03], [0.04, 0.02, 0.02], [0.05, -0.15, 0.10], [0.04, -0.10, -0.43], [-0.05, 0.05, -0.10], [0.11, -0.02, 0.06], [-0.02, 0.03, -0.05], [-0.01, 0.04, -0.05], [0.04, 0.00, 0.07], [0.12, -0.09, 0.07], [-0.04, 0.10, -0.02], [-0.01, -0.11, -0.01], [-0.02, 0.01, 0.03], [0.00, 0.01, -0.04]]
}

Record 2
{
  "formula": "C15H20BN5ORu",
  "method": "ωB97M-V/def2-TZVPD",
  "homo_lumo_gap_ev": [7.23, 6.02],
  "charge": 3,
  "total_energy_ev": -28603.2611,
  "e_homo_ev": [-19.44, -19.41],
  "spin_multiplicity": 2,
  "species": ["Ru", "C", "C", "C", "C", "C", "C", "C", "C", "C", "H", "H", "H", "H", "H", "H", "H", "H", "H", "H", "H", "H", "B", "N", "C", "C", "C", "N", "N", "C", "C", "C", "N", "H", "H", "H", "H", "H", "H", "H", "H", "O", "N"],
  "xyz": [[0.50338, 0.21624, 0.08469], [-2.08672, 1.74917, 1.73586], [-0.62379, 1.49396, 1.62565], [-0.00170, 0.42367, 2.29377], [1.39792, 0.17748, 2.20048], [2.04401, -0.94639, 2.93431], [2.16026, 1.01955, 1.34815], [1.59472, 2.14397, 0.69473], [2.43664, 3.07578, -0.10421], [0.18256, 2.29329, 0.75827], [-2.22254, 2.56791, 2.45173], [-2.62853, 0.88589, 2.11604], [-2.51343, 2.07784, 0.78878], [-0.60975, -0.24242, 2.89533], [2.47079, -0.53039, 3.85394], [2.86284, -1.38534, 2.36627], [1.33067, -1.71529, 3.22319], [3.21364, 0.80383, 1.21031], [1.89303, 3.52174, -0.93522], [3.35325, 2.60319, -0.45287], [2.73027, 3.89180, 0.56695], [-0.29962, 3.05989, 0.16227], [-2.16640, -1.02291, -1.55864], [-1.97154, -2.12523, -0.42216], [-2.79308, -3.09600, -0.17953], [-2.13114, -4.24023, 0.43910], [-0.84262, -3.93534, 0.53212], [-0.68069, -2.57389, 0.06856], [-0.27728, 0.38498, -2.34037], [-0.36492, 0.68059, -3.63696], [0.94696, 0.97434, -4.01828], [1.74293, 0.87277, -2.88197], [0.96350, 0.51292, -1.84251], [-3.28774, -0.64324, -1.46175], [-1.83099, -1.50511, -2.59612], [-3.83191, -3.02529, -0.48296], [-2.61946, -5.15815, 0.72987], [0.03175, -4.43769, 0.91698], [-1.29009, 0.65283, -4.19043], [1.26628, 1.21416, -5.01910], [2.80412, 1.01801, -2.76210], [-1.16232, 0.15650, -1.29429], [0.30674, -1.88940, 0.18211]],
  "forces_ev_per_angstrom": [[-0.45, -0.75, 0.09], [0.04, 0.01, 0.00], [-0.07, 0.06, 0.12], [0.00, 0.02, 0.13], [-0.05, -0.06, -0.21], [-0.01, 0.05, 0.00], [0.07, 0.03, 0.11], [0.04, 0.24, 0.05], [-0.02, -0.01, 0.03], [0.11, -0.08, -0.09], [-0.01, 0.00, 0.00], [0.00, 0.00, 0.01], [0.00, 0.00, 0.00], [0.00, 0.02, 0.01], [0.00, -0.02, 0.00], [0.00, 0.00, 0.00], [0.00, 0.00, 0.00], [0.01, 0.03, 0.01], [-0.01, -0.01, 0.01], [0.00, 0.01, 0.00], [0.01, 0.01, 0.00], [0.03, 0.02, 0.01], [0.11, 0.21, -0.32], [0.00, -0.15, 0.27], [0.06, 0.05, -0.07], [-0.08, -0.06, -0.05], [0.03, -0.10, 0.05], [0.15, 0.19, -0.22], [-0.13, 0.00, 0.12], [-0.02, -0.05, 0.26], [0.19, 0.00, 0.10], [-0.17, 0.13, -0.20], [-0.09, -0.31, -0.20], [0.02, 0.03, 0.08], [-0.03, -0.10, 0.04], [-0.01, 0.01, 0.02], [-0.01, 0.00, 0.00], [-0.01, -0.02, 0.01], [-0.02, -0.01, 0.00], [0.03, 0.00, 0.01], [0.00, -0.01, -0.03], [0.19, 0.06, -0.18], [0.07, 0.55, 0.06]]
}

Record 3
{
  "formula": "C15H20BaN2O2",
  "method": "ωB97M-V/def2-TZVPD",
  "relative_energy_ev": 0.519,
  "homo_lumo_gap_ev": 5.21,
  "charge": 0,
  "total_energy_ev": -23646.0606,
  "e_homo_ev": -6.17,
  "species": ["C", "C", "H", "H", "H", "H", "H", "H", "C", "C", "C", "C", "H", "H", "H", "H", "N", "C", "C", "N", "C", "C", "C", "H", "H", "C", "H", "H", "Ba", "C", "H", "H", "H", "C", "C", "O", "O", "H", "H", "H"],
  "xyz": [[-1.25392, 0.84788, 4.03579], [-1.29044, -0.67201, 4.19109], [-0.36078, 1.47176, 4.19352], [-1.81100, 0.81192, 5.03810], [-1.90063, 1.38122, 3.29200], [-0.87830, -1.46926, 3.58910], [-1.00095, -0.80251, 5.28098], [-2.42108, -0.63598, 4.11588], [0.07007, 2.53188, -1.51707], [0.26219, 3.39404, -2.62379], [0.44163, 2.85151, -3.88354], [0.43586, 1.43258, -4.01214], [-0.00536, 2.89795, -0.50132], [0.31022, 4.50489, -2.44982], [0.64282, 3.45645, -4.77462], [0.82366, 0.91245, -4.88366], [-0.09181, 1.20619, -1.63743], [0.02422, 0.68793, -2.94368], [-0.14552, -0.77751, -2.98608], [-0.30203, -1.31322, -1.70444], [-0.36525, -2.67781, -1.67395], [-0.20716, -2.92912, -4.07024], [-0.38843, -3.48277, -2.82715], [-0.39930, -3.07816, -0.66415], [-0.53225, -4.59163, -2.68256], [0.04611, -1.54081, -4.13347], [0.44013, -1.04003, -5.01070], [-0.15955, -3.50086, -4.97045], [0.08317, -0.04392, 0.89205], [-2.76831, -0.02990, 0.76928], [-3.18049, -1.04131, 0.63316], [-2.74423, 0.49923, -0.20927], [-3.34422, 0.53285, 1.51806], [2.89546, 0.03871, 3.82704], [3.56642, 0.01603, 2.47987], [4.79121, 0.05236, 2.33780], [2.65678, -0.04417, 1.50369], [3.59018, 0.05300, 4.70016], [2.22960, -0.83412, 3.89619], [2.24129, 0.92430, 3.86582]],
  "forces_ev_per_angstrom": [[-0.70, 1.43, 1.79], [-1.68, 0.25, 1.10], [0.19, -0.66, -0.09], [0.58, 2.34, -1.30], [0.47, -1.09, 0.35], [0.39, 0.16, -0.61], [-0.25, -0.65, -1.45], [1.14, -1.79, 0.13], [-0.33, -1.00, -1.09], [-0.02, 1.03, 0.47], [0.41, -0.96, 0.00], [-0.07, 1.21, 0.08], [0.08, 0.36, -0.01], [-0.09, -1.37, -0.26], [-0.02, -0.10, 0.55], [-0.52, 0.43, -0.17], [0.27, 1.30, -2.33], [0.41, 0.22, 2.64], [0.73, -0.72, 2.04], [0.11, -2.24, -2.41], [-0.08, 1.93, -0.47], [0.70, 1.57, 0.32], [-0.40, -1.54, 1.15], [-0.14, -0.33, -0.26], [0.19, 1.38, -0.30], [-0.50, -0.29, 0.74], [-0.52, -0.31, -0.18], [0.00, -0.46, -0.29], [0.28, -0.08, -0.12], [0.97, -0.01, 0.12], [-0.17, 0.29, -0.04], [-0.37, -0.17, 0.35], [-0.14, -0.13, -0.36], [-0.05, 0.07, 1.18], [-0.08, -0.09, -1.87], [-1.37, -0.03, 0.17], [0.59, 0.10, 0.98], [-0.46, -0.01, -0.78], [0.22, 0.14, 0.11], [0.24, -0.18, 0.11]]
}